1.
{
  "formula": "C13H31N6O2",
  "method": "ωB97M-V with the def2-TZVPD basis set",
  "mol_weight_g_mol": 303.43,
  "de_lowest_kj_mol": 72.0,
  "charge": 1,
  "spin_multiplicity": 1,
  "gap_ha": 0.27630,
  "symbols": ["N", "C", "C", "C", "C", "C", "C", "N", "C", "N", "N", "H", "H", "H", "H", "H", "H", "H", "H", "H", "H", "H", "H", "H", "H", "H", "H", "H", "C", "O", "N", "C", "C", "H", "H", "H", "H", "H", "H", "H", "C", "O", "N", "C", "C", "H", "H", "H", "H", "H", "H", "H"],
  "coordinates": [[2.808, 0.043, 2.341], [2.591, -0.455, 0.977], [2.272, -1.950, 0.972], [1.125, -2.260, -0.013], [-0.165, -1.838, 0.632], [-0.789, -2.851, 1.601], [-1.851, -2.073, 2.373], [-2.821, -1.536, 1.355], [-2.274, -0.910, 0.293], [-2.692, 0.334, -0.060], [-1.282, -1.569, -0.363], [3.251, -0.690, 2.879], [3.483, 0.798, 2.305], [1.733, 0.084, 0.567], [3.423, -0.235, 0.306], [1.903, -2.190, 1.971], [3.153, -2.539, 0.746], [1.145, -3.317, -0.266], [1.338, -1.686, -0.914], [-0.027, -0.911, 1.194], [-1.336, -3.572, 1.000], [-0.071, -3.337, 2.251], [-1.378, -1.231, 2.876], [-2.362, -2.663, 3.124], [-3.506, -0.919, 1.778], [-3.102, 0.487, -0.979], [-2.558, 1.102, 0.571], [-0.965, -1.016, -1.152], [6.340, 2.273, 0.848], [6.505, 1.542, 1.807], [6.887, 2.076, -0.364], [6.661, 2.986, -1.471], [7.735, 0.912, -0.563], [5.719, 3.184, 0.900], [6.189, 2.457, -2.302], [7.608, 3.405, -1.812], [6.010, 3.800, -1.158], [7.173, 0.000, -0.363], [8.582, 0.945, 0.122], [8.098, 0.897, -1.588], [-5.799, 1.766, -2.239], [-4.718, 1.226, -2.435], [-6.923, 1.124, -1.905], [-8.179, 1.825, -1.695], [-6.886, -0.321, -1.751], [-5.932, 2.854, -2.338], [-8.534, 1.658, -0.677], [-8.930, 1.462, -2.397], [-8.041, 2.893, -1.849], [-6.173, -0.596, -0.972], [-6.568, -0.788, -2.683], [-7.873, -0.684, -1.482]]
}


2.
{
  "formula": "C13H31NO6SSi",
  "method": "ωB97M-V with the def2-TZVPD basis set",
  "mol_weight_g_mol": 357.54,
  "spin_multiplicity": 1,
  "gap_ha": 0.35698,
  "symbols": ["C", "Si", "C", "C", "O", "C", "C", "O", "S", "O", "O", "N", "H", "H", "H", "H", "H", "H", "H", "H", "H", "H", "H", "H", "H", "H", "H", "C", "C", "C", "O", "C", "H", "H", "H", "H", "H", "H", "H", "H", "C", "C", "C", "O", "C", "H", "H", "H", "H", "H", "H", "H", "H"],
  "coordinates": [[2.912, -2.719, 3.615], [2.363, -2.484, 1.746], [0.981, -3.814, 1.449], [3.880, -2.986, 0.673], [1.826, -0.823, 1.556], [1.918, -0.354, 0.165], [1.469, 1.221, -0.056], [0.464, 1.706, 0.902], [-1.128, 1.313, 0.429], [-1.180, 0.174, -0.618], [-1.849, 0.641, 1.855], [-1.289, -0.562, 2.117], [2.096, -2.242, 4.337], [3.952, -2.142, 3.690], [3.042, -3.882, 3.851], [-0.099, -3.349, 1.365], [0.926, -4.620, 2.327], [1.156, -4.458, 0.461], [4.760, -3.435, 1.342], [3.511, -3.826, -0.090], [4.367, -2.120, 0.052], [3.027, -0.430, -0.265], [1.147, -1.002, -0.461], [2.453, 1.863, 0.146], [1.178, 1.443, -1.192], [-1.999, -1.201, 2.548], [-0.528, -0.487, 2.841], [-4.214, -3.040, -1.811], [-3.458, -1.785, -2.162], [-2.653, -2.226, -3.365], [-3.423, -3.234, -4.034], [-4.502, -3.628, -3.176], [-5.119, -2.859, -1.226], [-3.567, -3.717, -1.242], [-4.162, -0.996, -2.452], [-2.835, -1.405, -1.348], [-1.702, -2.677, -3.063], [-2.445, -1.403, -4.055], [-5.428, -3.220, -3.596], [-4.579, -4.718, -3.156], [0.156, 5.298, 0.849], [0.913, 6.553, 0.499], [1.718, 6.112, -0.705], [0.948, 5.104, -1.374], [-0.132, 4.710, -0.515], [-0.749, 5.479, 1.435], [0.804, 4.621, 1.418], [0.209, 7.342, 0.208], [1.536, 6.933, 1.312], [2.669, 5.661, -0.403], [1.925, 6.935, -1.394], [-1.058, 5.118, -0.935], [-0.209, 3.620, -0.495]]
}


| no. | LUMO (Eh) |
| --- | --- |
| 1 | -0.130 |
| 2 | 0.019 |